Record 1
13
Properties=species:S:1:pos:R:3:forces:R:3:mulliken_charge:R:1 method="wB97M-V/def2-TZVPD" multiplicity=6 homo_lumo_gap_ev="7.76 / 6.31" de_lowest_kj_mol=159.8 charge=+1 s_squared=8.77
O 0.120 0.608 1.738 5.06 -3.48 3.20 -0.700
Mg -0.696 1.303 3.327 -0.11 0.07 0.38 0.573
H -2.062 -1.441 -2.507 0.20 0.43 0.26 0.359
Rh -0.334 0.829 -0.073 -0.21 1.04 -2.90 1.083
C 1.430 -0.645 -0.407 1.09 -1.05 -1.95 -0.710
C -1.295 -0.816 -2.023 -0.41 -1.16 -0.39 0.307
C -0.014 -1.136 -2.314 -0.28 -0.82 0.45 -0.384
H 1.046 -0.118 1.688 -4.08 3.26 0.51 0.352
H 2.462 -0.264 -0.345 -0.49 -0.15 0.30 0.389
H 0.225 -2.084 -2.803 -0.07 0.54 -0.24 0.381
O 1.073 -0.465 -1.804 -0.44 0.95 1.55 -0.333
O -1.722 0.055 -1.119 -0.24 -0.15 -1.30 -0.734
H 1.290 -1.704 -0.118 -0.02 0.52 0.11 0.419

***

Record 2
20
Properties=species:S:1:pos:R:3:forces:R:3:mulliken_charge:R:1 method="wB97M-V/def2-TZVPD" homo_lumo_gap_ev=9.04 de_lowest_kj_mol=327.4
C -0.975 1.023 0.029 -0.59 -0.11 -2.63 0.424
C 0.203 0.072 0.020 -1.07 -1.08 0.55 0.251
H 2.432 -1.287 2.178 -0.56 0.34 -1.87 0.244
I -0.061 2.921 0.049 0.29 0.97 -0.13 0.196
C 0.757 -0.348 1.241 1.28 0.07 -0.17 -0.411
H -2.821 0.279 -0.825 0.28 -0.69 -0.90 0.381
C 2.362 -1.677 0.001 -1.51 2.03 0.83 -0.536
O -1.446 1.465 2.187 -0.52 0.00 1.10 -0.527
H -1.605 1.027 -2.089 -0.31 -0.44 -0.10 0.379
H 0.309 -0.035 -2.152 0.35 -1.09 1.48 0.119
C 1.935 -1.048 1.166 0.85 -1.73 2.02 -0.497
C -2.067 0.997 -1.108 0.63 2.11 1.05 -1.195
H 0.550 -0.168 2.293 -1.09 0.85 -0.57 0.304
C 1.721 -1.422 -1.162 -1.46 0.33 -1.47 -0.565
O -2.709 0.061 1.176 -1.18 -1.08 0.44 -0.622
N -1.806 0.835 1.221 1.56 0.89 1.48 0.965
H 1.917 -1.991 -2.079 0.31 0.54 0.34 0.345
C 0.684 -0.480 -1.167 -0.50 1.17 -1.18 -0.165
H -2.593 1.985 -0.953 0.46 -0.87 -0.48 0.406
H 3.213 -2.208 -0.027 2.78 -2.18 0.20 0.505

***

Record 3
57
Properties=species:S:1:pos:R:3:forces:R:3:mulliken_charge:R:1 method="wB97M-V/def2-TZVPD" homo_lumo_gap_ev=8.94 charge=+2
H 1.897 -4.182 2.295 -0.35 -0.07 -0.41 0.435
C 2.426 2.214 -2.490 0.26 -0.91 -0.84 -0.790
H -0.169 4.897 -0.616 0.13 -0.33 0.61 0.422
C -2.346 0.802 -2.068 0.13 2.90 0.15 -0.868
C -3.432 -1.646 0.340 -0.73 -1.19 0.01 -0.083
H 1.011 1.691 2.933 0.33 0.19 0.13 0.507
H 2.130 2.910 -3.293 0.39 -0.17 0.67 0.407
H 0.597 -5.159 1.527 0.13 -0.42 0.26 0.500
Se 0.969 -3.256 0.080 0.34 -0.51 -0.44 0.396
C 1.360 3.717 2.192 0.86 -0.16 -0.06 -0.747
C 2.994 0.317 -0.622 1.01 -0.66 -0.84 -0.197
H -2.026 0.127 -2.821 0.47 -0.69 -0.67 0.499
H -2.845 1.658 -2.623 0.14 -1.00 0.59 0.372
C -5.438 -0.897 -0.710 0.66 -0.81 0.39 -0.430
C 2.017 -1.562 3.235 0.69 1.00 -0.58 -0.826
H 1.827 -4.420 -2.070 0.17 0.07 0.97 0.312
H 3.169 -0.526 0.012 0.24 -0.21 0.73 0.373
H -5.054 0.795 -2.058 -0.12 -0.72 0.66 0.371
N -2.694 -0.728 -0.230 1.07 1.37 -1.48 -0.109
C 0.905 -4.164 1.816 0.08 -0.11 0.01 -0.893
C 4.043 1.046 -1.152 0.47 -0.11 -0.07 -0.632
H -6.491 -0.885 -0.919 -0.36 -0.37 0.22 0.473
H 2.272 -0.459 3.211 -0.30 -1.27 0.51 0.273
C 1.069 4.631 1.196 -0.30 0.17 -0.91 -0.415
C -4.758 -1.852 0.072 -1.66 0.32 -0.04 -0.730
H 2.543 -1.983 2.369 -0.31 -0.11 0.23 0.238
C -0.012 1.538 -2.409 -0.77 0.54 1.23 -1.151
H 1.200 -5.648 -0.997 -0.07 0.18 0.44 0.335
H 5.052 0.879 -0.777 -0.24 0.08 -0.21 0.419
H -1.865 3.329 -1.304 0.33 0.40 0.38 0.435
Ca -0.296 -0.292 0.281 0.20 -0.06 0.04 1.389
C 0.803 2.445 2.184 -0.47 -0.02 -0.28 -0.190
C -0.436 2.964 0.341 0.89 1.62 -0.27 0.539
C 1.807 -4.743 -1.003 -1.38 0.88 -0.96 -1.058
C -4.669 0.047 -1.333 1.66 1.60 -1.43 -0.824
H -0.105 -4.030 3.735 0.40 -0.42 0.30 0.451
C 1.440 1.396 -1.938 0.35 0.26 -0.08 0.923
H 1.620 5.594 1.140 -0.63 -0.77 0.07 0.410
N -0.084 2.051 1.258 0.16 0.34 0.01 -0.404
N 1.782 0.386 -1.101 -2.84 0.92 0.24 0.016
H -1.156 -3.731 2.432 0.15 0.21 -0.32 0.324
H -2.349 2.212 0.016 0.45 0.76 -0.48 0.295
N -1.146 1.373 -1.361 1.57 -1.67 -1.62 0.392
C -1.482 2.577 -0.605 -2.24 -1.72 -0.36 -0.794
H 2.178 3.953 2.855 -0.23 -0.06 0.46 0.397
C -3.267 0.068 -1.175 -1.31 -1.07 1.68 0.358
C 0.119 4.249 0.227 0.35 -0.21 0.66 -0.706
H 4.609 2.469 -2.622 -0.30 -0.17 -0.30 0.418
H -0.187 0.787 -3.155 -0.04 -0.50 -0.34 0.585
C 3.780 1.898 -2.209 -0.67 1.32 0.90 -0.602
H -5.254 -2.724 0.512 0.07 0.53 -0.18 0.405
H 2.304 -2.068 4.148 0.31 0.28 0.13 0.401
C -0.122 -3.582 2.755 -0.30 -0.03 -0.05 -0.698
H -0.164 2.495 -2.920 0.25 0.02 0.10 0.323
H 2.778 -4.898 -0.610 0.89 -0.17 0.25 0.375
H -2.957 -2.391 0.940 0.55 -0.08 0.61 0.283
Se 0.101 -1.689 3.089 -0.54 0.81 -0.42 0.095

***

Record 4
14
Properties=species:S:1:pos:R:3:forces:R:3:mulliken_charge:R:1 method="wB97M-V/def2-TZVPD" homo_lumo_gap_ev=10.34 smiles=CCc1c[nH]nn1 de_lowest_kj_mol=71.3
H -1.396 -1.297 -0.247 0.06 0.16 -0.03 0.216
H 1.709 -0.788 -1.721 0.00 0.03 0.05 0.411
N 2.505 -0.292 0.203 0.03 0.02 -0.01 0.250
H -2.068 1.665 -0.223 0.08 -0.08 0.08 0.261
H -1.649 0.884 1.308 -0.02 -0.04 -0.10 0.343
C 0.370 -0.160 -0.027 0.09 -0.01 -0.02 0.204
C -1.071 -0.267 -0.443 0.01 -0.12 -0.05 -0.297
H -3.012 0.293 0.360 0.08 0.05 -0.09 0.309
H 3.499 -0.444 0.117 -0.20 0.08 -0.05 0.215
H -1.149 -0.121 -1.526 0.04 -0.07 0.14 0.273
N 2.013 0.103 1.377 -0.08 -0.04 -0.12 -0.753
C 1.521 -0.462 -0.712 -0.06 -0.04 0.12 -0.310
N 0.729 0.184 1.243 0.05 -0.03 0.00 -0.077
C -2.001 0.703 0.291 -0.08 0.09 0.07 -1.047

***

Record 5
112
Properties=species:S:1:pos:R:3:forces:R:3:mulliken_charge:R:1 method="wB97M-V/def2-TZVPD" multiplicity=5 homo_lumo_gap_ev="6.65 / 6.66" de_lowest_kj_mol=22.6 s_squared=6.00
C -13.955 3.442 -10.141 -0.16 0.20 0.40 -0.930
C -14.106 4.144 -13.523 0.53 -0.44 0.09 0.495
N -11.875 9.273 -19.001 -0.48 0.29 0.40 0.238
C -12.949 9.418 -19.871 -0.87 -0.80 0.06 -0.464
H -16.702 10.450 -14.900 -0.20 1.31 0.43 0.555
C -17.340 4.414 -11.510 0.38 -0.42 0.91 -0.895
H -13.215 5.315 -17.366 0.72 -0.03 0.35 0.321
H -14.800 3.235 -10.803 0.41 -0.38 -0.17 0.051
H -12.425 9.926 -10.427 -0.62 -0.24 0.81 -0.329
H -16.447 4.047 -8.457 0.11 0.22 0.03 0.446
S -14.199 9.524 -13.824 0.36 -0.29 0.00 -0.493
H -9.762 2.708 -17.939 -0.62 0.17 -0.25 0.407
H -15.070 8.641 -19.634 1.30 0.15 0.54 0.430
H -10.586 10.736 -10.559 0.09 -0.62 0.69 0.337
C -10.558 9.757 -19.283 0.72 1.26 1.73 -0.927
C -9.463 3.746 -11.946 2.09 -1.46 2.45 -0.868
Si -14.331 5.119 -9.385 0.99 0.53 0.34 0.589
C -12.275 8.681 -17.830 -0.25 -0.80 -0.46 0.186
C -10.902 5.571 -11.663 -1.11 1.70 -0.17 0.188
H -11.418 6.342 -11.028 0.59 -0.89 -0.20 -0.011
C -11.544 4.006 -17.800 -2.45 0.03 -2.01 -1.009
H -16.046 11.185 -10.162 -0.04 0.42 0.45 0.469
H -19.145 6.540 -12.521 -0.08 -0.05 -0.22 0.389
C -17.168 7.426 -16.179 0.11 -1.69 0.34 -0.998
Si -14.785 9.064 -9.714 1.25 -0.08 0.40 0.461
H -18.018 6.766 -16.251 0.19 -0.65 -0.37 0.219
H -15.141 4.246 -7.316 0.54 -0.65 0.45 0.514
H -9.050 3.403 -15.733 0.13 -0.15 -0.07 0.489
H -12.988 10.567 -8.830 -0.13 0.73 -0.01 0.621
H -17.832 7.131 -13.542 0.47 -0.15 -1.03 -0.281
C -15.587 3.377 -15.653 -0.70 -1.15 -0.33 -0.886
H -12.013 6.034 -8.715 -0.22 -0.39 0.09 0.133
H -10.404 10.826 -18.970 -0.42 -0.81 -0.44 0.272
C -12.904 5.627 -8.208 -0.14 0.83 -0.46 -1.033
H -16.443 5.338 -16.918 -0.27 -0.83 -0.36 0.386
C -17.513 8.717 -15.693 1.08 1.20 -0.24 -0.544
C -15.653 4.726 -8.124 -1.03 0.69 0.14 -1.436
H -14.635 9.884 -16.144 0.21 -0.77 0.12 0.141
H -12.824 9.923 -20.850 -0.20 -0.56 0.98 0.390
N -14.441 5.067 -14.458 0.61 -0.11 0.82 1.250
H -14.992 7.910 -7.512 0.85 -2.29 0.76 0.247
C -8.267 9.730 -11.714 -0.55 0.47 -1.32 -1.465
H -17.949 5.700 -8.945 0.25 -1.23 0.91 0.483
N -13.562 8.318 -18.015 -0.40 0.71 -0.83 0.396
Si -17.156 6.270 -11.291 0.61 -0.12 0.53 0.568
C -9.972 3.782 -16.133 -0.32 0.33 0.88 -0.699
H -16.101 5.600 -7.621 -0.02 -0.17 -0.49 0.314
H -16.838 3.825 -12.268 0.16 0.25 -0.38 0.147
C -18.099 6.456 -9.650 -0.92 1.80 -1.68 -1.215
H -9.714 12.091 -13.903 1.04 -0.58 0.62 0.349
C -10.456 4.732 -13.845 -1.70 1.30 0.10 1.568
C -12.974 9.704 -9.478 -0.69 -0.15 -0.98 -0.905
H -18.480 8.139 -12.295 0.25 -0.27 0.05 0.339
H -15.352 10.464 -11.605 -0.33 -0.17 0.02 0.183
H -14.164 7.958 -17.132 0.49 0.08 -0.53 -0.457
H -8.094 12.067 -13.048 0.06 0.30 0.12 0.430
H -16.523 8.577 -8.056 0.20 -0.10 0.30 0.230
H -15.483 1.334 -14.895 -0.01 1.07 0.10 0.378
H -8.471 10.882 -14.290 0.14 -0.15 -0.10 0.404
H -11.956 3.756 -18.813 0.25 0.41 1.08 0.360
H -11.155 11.666 -11.857 0.67 0.65 0.25 0.405
C -15.848 10.247 -10.651 -0.72 -0.46 -0.45 -0.829
H -17.050 3.967 -10.536 -0.13 0.13 -0.47 0.112
H -12.978 3.376 -10.590 0.23 0.24 -0.86 0.292
C -16.506 9.506 -15.313 -0.27 -0.35 0.01 -1.221
C -12.266 4.900 -16.974 0.11 -0.51 -1.40 0.033
H -8.708 9.086 -10.956 0.43 -0.06 0.22 0.356
H -14.152 2.061 -12.876 0.00 0.24 -0.28 0.531
N -15.633 5.608 -16.404 0.52 0.54 -0.14 0.199
H -7.588 10.519 -11.308 -0.23 -1.04 -0.18 0.413
C -8.882 11.455 -13.465 -1.42 0.18 -0.60 -1.651
C -10.376 9.549 -13.003 2.03 1.68 1.26 -1.176
H -8.789 3.009 -11.459 -0.45 0.29 -0.71 0.265
C -15.438 8.716 -7.969 -1.08 1.65 -1.35 -1.053
H -18.531 9.104 -15.692 0.13 -0.35 0.15 0.403
H -9.867 9.206 -18.658 0.19 -0.29 0.01 0.333
H -16.324 3.154 -16.419 0.32 -0.08 -0.17 0.479
C -15.163 4.679 -15.506 -0.68 0.42 0.67 0.503
C -14.440 2.773 -13.649 0.22 1.32 0.30 -1.209
N -11.878 5.233 -15.762 1.02 -0.59 0.68 0.888
N -11.051 8.751 -13.424 -1.73 -1.80 -0.84 0.198
C -10.013 4.665 -11.107 -1.49 1.01 -1.18 -1.055
H -13.473 4.571 -12.679 -0.98 -0.94 -1.11 -0.531
Ho -12.899 7.165 -14.294 0.11 0.07 -0.25 0.904
H -7.823 9.104 -12.541 0.02 0.65 1.17 0.357
C -15.867 6.953 -16.060 -2.36 1.31 -0.37 -0.289
H -9.122 3.045 -13.884 -0.18 0.11 0.15 0.221
C -10.221 11.324 -11.372 -0.88 0.01 -0.27 -1.648
H -9.547 12.062 -10.973 -0.20 0.78 0.08 0.483
Sb -14.643 6.984 -11.278 -0.43 -0.66 0.94 -1.010
H -13.879 2.683 -9.364 -0.49 -0.05 0.30 0.605
C -18.207 7.102 -12.552 -0.86 0.78 0.80 -0.534
H -10.292 9.632 -20.301 0.05 -0.14 -0.99 0.382
H -18.027 7.430 -9.127 -0.14 -0.44 -0.49 0.240
C -15.056 9.159 -15.408 -0.51 -0.22 -0.06 0.514
H -13.229 6.433 -7.526 -0.04 -0.32 -0.20 0.310
H -19.128 6.354 -10.106 0.63 0.16 0.88 0.311
C -10.734 4.624 -15.295 -0.64 -0.14 -0.76 0.221
C -14.020 8.780 -19.280 0.52 0.32 0.36 -0.573
H -12.641 4.771 -7.593 0.19 -0.16 0.06 0.439
C -9.441 10.523 -12.368 0.44 -0.70 -1.00 2.312
H -18.410 4.243 -11.591 -0.31 -0.10 -0.12 0.512
H -12.427 8.993 -8.888 0.44 -0.76 0.06 0.451
H -9.869 4.696 -10.077 0.49 -0.25 1.62 0.609
N -14.818 7.726 -15.794 1.58 0.90 0.49 0.563
C -15.215 2.406 -14.754 0.47 -0.79 0.36 -0.894
S -11.298 8.323 -16.430 -0.44 0.60 -0.99 -0.404
H -16.835 9.746 -10.834 0.76 0.46 -0.09 0.120
C -9.640 3.788 -13.281 0.69 -0.79 -1.19 -1.143
H -15.239 9.513 -7.261 -0.11 0.63 -0.17 0.455
C -11.223 5.653 -13.030 0.68 -0.61 -0.84 0.126
C -10.414 3.387 -17.388 1.60 0.64 1.28 -0.853

***

Record 6
20
Properties=species:S:1:pos:R:3:forces:R:3:mulliken_charge:R:1 method="wB97M-V/def2-TZVPD" homo_lumo_gap_ev=9.62 de_lowest_kj_mol=168.7 charge=+1
C 0.352 0.435 -0.611 -1.48 -0.35 -0.76 0.841
H 2.097 -2.194 -0.111 0.02 -0.14 -0.10 0.393
H 1.323 2.414 -0.885 0.54 -0.78 0.46 0.357
H -1.928 -3.409 0.988 0.31 -0.06 -0.25 0.318
H 0.147 3.521 0.851 -0.08 0.08 -0.45 0.352
C 0.387 1.924 -0.603 0.72 0.75 -0.49 -0.679
H -1.207 2.430 0.748 0.07 -0.07 0.06 0.312
H 2.117 0.080 0.425 0.02 -0.64 0.10 0.383
H 0.753 -2.129 -1.079 -0.18 0.33 -0.08 0.372
C 1.239 -0.361 -0.031 1.00 1.05 -0.27 -0.833
C -0.114 2.470 0.715 -0.92 1.11 0.92 -1.138
O -1.512 -2.537 1.046 -0.66 0.00 0.43 -0.656
H 0.233 2.056 1.667 0.30 -0.67 -0.53 0.326
H -1.206 -0.949 -0.697 0.13 0.00 0.03 0.171
H 0.611 -2.188 0.582 -0.43 -0.48 -0.08 0.264
N 1.156 -1.810 -0.194 0.62 0.00 1.00 -0.181
H -0.210 2.303 -1.433 -0.59 -0.22 0.19 0.332
H -2.120 -2.108 1.678 0.57 0.15 -0.29 0.326
H -1.326 0.192 -1.921 0.21 0.62 0.12 0.195
N -0.795 -0.139 -1.136 -0.16 -0.66 0.00 -0.454